Entry 1:
{
  "formula": "C23H21AlClF6N6O5PS2",
  "method": "the ωB97M-V functional and the def2-TZVPD basis",
  "elements": ["H", "C", "C", "H", "F", "H", "C", "C", "H", "C", "C", "C", "H", "H", "C", "H", "H", "H", "Cl", "S", "O", "F", "C", "H", "O", "C", "H", "C", "H", "H", "N", "H", "H", "N", "F", "F", "O", "H", "H", "C", "Al", "N", "H", "S", "H", "F", "C", "P", "C", "C", "C", "F", "C", "N", "O", "O", "N", "C", "C", "C", "N", "C", "H", "C", "H", "C"],
  "coordinates": [[7.102, 8.641, 8.143], [14.012, 14.440, 7.139], [16.425, 7.579, 10.321], [15.020, 10.602, 12.359], [13.440, 8.815, 8.854], [8.203, 8.650, 5.732], [17.551, 12.580, 7.310], [15.503, 9.763, 11.821], [15.956, 9.494, 7.693], [17.580, 14.274, 5.572], [12.331, 15.690, 8.190], [16.946, 13.211, 6.236], [16.754, 6.708, 9.705], [9.836, 10.385, 5.354], [16.729, 8.967, 8.243], [17.086, 14.746, 4.707], [19.366, 15.526, 5.491], [15.675, 12.542, 11.326], [16.297, 5.871, 12.395], [15.385, 12.637, 5.695], [15.403, 11.189, 5.777], [13.876, 8.417, 6.698], [15.186, 12.290, 10.381], [15.374, 8.277, 13.482], [12.858, 12.107, 9.609], [14.195, 16.708, 7.175], [7.730, 10.671, 9.602], [9.541, 11.428, 7.066], [12.636, 17.855, 8.160], [15.448, 13.062, 9.658], [20.717, 14.375, 7.453], [17.063, 11.725, 7.795], [14.777, 17.563, 6.852], [14.701, 15.523, 6.774], [13.151, 10.686, 7.260], [11.739, 9.011, 6.116], [13.249, 12.498, 11.785], [16.802, 7.986, 7.791], [11.362, 15.611, 8.688], [16.076, 7.397, 11.665], [12.773, 12.302, 7.825], [14.335, 13.125, 6.935], [19.235, 12.570, 8.641], [10.648, 12.626, 6.535], [21.136, 13.892, 8.226], [11.339, 9.515, 8.294], [18.842, 14.696, 5.980], [12.543, 8.755, 7.510], [12.993, 16.853, 7.874], [7.787, 9.408, 7.769], [16.366, 8.828, 9.702], [11.990, 7.287, 7.711], [15.840, 9.917, 10.465], [12.894, 14.488, 7.881], [15.732, 11.094, 9.789], [15.024, 13.286, 4.456], [8.884, 11.530, 8.215], [8.376, 9.390, 6.517], [8.130, 10.508, 8.581], [18.780, 13.023, 7.752], [9.284, 10.392, 6.200], [15.613, 8.496, 12.421], [17.684, 9.464, 8.131], [19.443, 14.075, 7.096], [21.264, 15.077, 6.943], [13.637, 12.329, 10.650]],
  "forces_ev_per_angstrom": [[0.36, 0.31, -0.44], [0.20, 0.64, 0.50], [0.37, -0.17, -1.17], [0.53, -0.59, -0.23], [-0.73, -0.01, -0.56], [0.08, 0.21, 0.42], [-0.03, -0.19, 0.34], [-0.94, -1.04, 1.57], [-0.03, 0.40, -0.07], [0.02, 0.08, -0.18], [0.46, -1.59, 0.01], [0.11, 0.59, -0.63], [-0.27, 0.84, 0.74], [-0.03, -0.21, -0.15], [-0.40, -0.26, 0.66], [0.24, -0.30, 0.60], [-0.30, -0.43, 0.07], [0.04, -0.33, -0.11], [-0.22, 0.47, -0.15], [-0.26, -0.46, -0.01], [-0.15, 1.01, 0.04], [-1.14, 0.15, 0.38], [-0.23, 0.68, 0.37], [0.01, 0.62, -0.84], [0.50, 0.21, -0.09], [0.18, -1.13, -0.56], [-0.01, -0.63, -0.75], [-0.09, -0.38, -0.74], [0.07, -0.73, -0.24], [-0.07, -0.03, -0.09], [0.70, 0.93, -0.17], [0.16, 0.48, -0.25], [-0.06, 0.08, 0.18], [-0.28, 0.51, 0.15], [-0.39, -0.79, 0.26], [0.77, -0.19, 1.07], [0.37, 0.02, -0.77], [0.13, -0.22, 0.03], [0.36, 0.28, -0.05], [0.48, 0.09, -0.58], [0.34, 1.06, -0.25], [-0.16, -0.47, -0.60], [-0.05, 0.08, -0.44], [0.98, 0.11, 0.38], [0.15, 0.14, -0.08], [0.69, -0.68, -0.34], [-0.41, -0.06, 0.36], [-0.06, 0.42, -0.46], [0.14, 0.67, 0.06], [0.47, 0.15, -0.33], [-0.08, -1.43, -0.49], [0.53, 1.00, -0.02], [0.02, 2.13, -0.95], [-1.23, 0.48, 0.09], [-0.22, -2.08, 1.02], [0.15, -0.30, 0.95], [0.45, -0.65, -0.04], [0.73, 0.84, 0.01], [-0.61, 0.62, 0.76], [-0.07, 0.01, 0.45], [-1.33, -0.47, 1.49], [-0.26, 1.30, 0.38], [0.18, 0.29, -0.07], [-0.02, -0.43, -0.75], [-0.55, -0.72, 0.60], [-0.30, -0.89, -0.29]],
  "lowdin_spin": [0.00, 0.00, -0.01, 0.00, 0.00, 0.00, 0.00, 0.07, 0.00, 0.00, 0.00, 0.00, 0.00, 0.00, 0.02, 0.00, 0.00, 0.00, 0.11, 0.00, 0.00, 0.00, 0.01, 0.00, 0.00, 0.00, 0.00, 0.00, 0.00, 0.00, 0.00, 0.00, 0.00, 0.00, 0.00, 0.00, 0.01, 0.00, 0.00, 0.20, 0.00, 0.00, 0.00, 0.00, 0.00, 0.00, 0.00, 0.00, 0.00, 0.00, 0.13, 0.00, 0.18, 0.00, 0.19, 0.00, 0.00, 0.00, 0.00, 0.00, 0.00, 0.08, 0.01, 0.00, 0.00, 0.01],
  "homo_energy_ev": [-10.040, -10.040],
  "relative_energy_ev": 0.000,
  "spin_multiplicity": 2,
  "e_lumo_ev": [-3.28, -6.72],
  "charge": 1,
  "s2": 0.77
}


Entry 2:
{
  "formula": "C23H21Cl46N2OPS",
  "method": "the ωB97M-V functional and the def2-TZVPD basis",
  "elements": ["Cl", "Cl", "S", "H", "Cl", "Cl", "O", "C", "Cl", "H", "Cl", "Cl", "H", "Cl", "Cl", "C", "H", "Cl", "Cl", "C", "C", "C", "Cl", "Cl", "H", "Cl", "C", "Cl", "Cl", "Cl", "C", "Cl", "P", "Cl", "Cl", "Cl", "Cl", "Cl", "C", "Cl", "Cl", "H", "N", "H", "H", "C", "C", "Cl", "C", "C", "Cl", "Cl", "Cl", "H", "H", "C", "C", "Cl", "Cl", "C", "Cl", "C", "Cl", "Cl", "C", "H", "H", "Cl", "H", "Cl", "Cl", "H", "Cl", "C", "C", "H", "H", "C", "C", "Cl", "Cl", "H", "C", "H", "Cl", "C", "Cl", "H", "H", "N", "Cl", "Cl", "H", "Cl", "Cl"],
  "coordinates": [[-12.691, -5.911, -4.150], [9.236, -3.806, 7.999], [-0.248, 3.466, -0.874], [-3.573, 2.516, 2.482], [-2.117, -2.477, 2.650], [-9.154, 0.253, -7.735], [0.424, -2.719, -3.764], [-6.404, -0.066, -2.798], [-9.277, 0.122, -4.836], [10.686, -5.766, 8.975], [-0.876, 1.881, -9.588], [-3.353, 5.001, -4.186], [0.419, -2.089, -4.504], [-1.508, 4.594, 6.216], [-6.682, -1.550, -3.714], [-0.747, 2.091, -1.917], [-11.053, 0.214, -6.363], [-1.788, 0.623, -7.116], [-2.454, 1.247, 0.865], [-2.760, -0.912, -5.196], [-2.560, 4.997, 4.855], [7.714, 2.232, 5.249], [-1.709, 4.764, 3.323], [7.424, 2.653, 3.560], [-2.190, 3.222, -2.997], [-10.966, -6.669, -6.360], [-1.719, 2.246, -2.864], [1.777, 5.491, 0.894], [12.187, -6.521, 10.608], [6.436, -3.332, 2.233], [-0.459, -0.257, -2.558], [11.368, -7.854, 8.161], [0.432, -1.896, -2.336], [11.609, -2.895, 6.594], [-0.399, -1.768, 0.410], [-5.433, -0.410, -1.368], [5.428, 0.580, 0.331], [2.991, 3.247, -0.518], [10.886, -6.727, 9.433], [-3.179, 5.335, -7.066], [5.142, -0.040, 3.153], [-0.275, 2.404, -7.384], [-3.158, 1.431, -4.583], [0.168, -2.919, 2.372], [3.829, 5.418, -0.239], [-3.409, 0.367, -5.306], [5.974, -3.598, 3.917], [-4.038, 4.030, 4.904], [-4.017, 4.512, -5.748], [-0.453, 1.480, -7.921], [6.342, 1.341, 5.920], [2.455, -1.339, -2.081], [4.291, 4.380, 1.813], [-1.208, 4.421, -1.013], [-2.835, 6.041, 4.935], [4.546, -0.376, 1.525], [9.915, -3.362, 6.428], [1.022, 0.513, -7.865], [2.812, -0.061, 1.438], [-0.103, 0.802, -1.746], [-2.245, 1.069, 3.757], [-3.297, 1.472, 2.397], [2.316, 2.971, 3.784], [4.253, -3.966, 4.035], [-0.692, -2.926, 1.713], [-3.059, -1.737, -5.848], [0.662, 0.736, -0.965], [-10.386, -2.033, -6.433], [-11.452, -4.519, -5.567], [-4.776, 0.501, 2.435], [-9.853, -5.307, -4.049], [-5.852, 0.625, -3.425], [9.409, -7.282, 10.229], [-1.504, -0.072, -3.536], [-11.265, -5.475, -5.094], [-3.860, 3.444, -5.856], [6.166, -2.686, 4.472], [1.308, 2.419, 5.121], [3.293, 4.725, 0.398], [-7.934, 0.708, -2.330], [8.980, -2.060, 5.695], [4.713, -1.424, 1.309], [-10.096, -0.291, -6.343], [-4.206, 0.454, -6.055], [-5.751, 4.829, -5.814], [-2.147, 1.169, -3.695], [2.015, 2.886, 6.671], [9.862, -4.228, 5.779], [0.337, 2.895, 5.034], [-1.829, -1.150, -4.311], [6.939, -4.895, 4.625], [9.197, 1.290, 5.408], [7.830, 3.150, 5.812], [1.075, 0.668, 5.047], [-0.873, -4.555, 1.056]],
  "forces_ev_per_angstrom": [[0.01, 0.05, -0.03], [-0.08, 0.00, -0.04], [0.26, -0.33, 0.07], [0.00, -0.04, 0.02], [0.02, 0.02, 0.02], [-0.06, -0.01, 0.01], [0.33, 1.63, 0.32], [0.01, -0.09, 0.15], [-0.50, 0.03, -0.56], [0.02, -0.09, 0.05], [0.01, 0.02, 0.10], [-0.13, 0.25, -0.12], [-0.07, -0.45, -0.17], [-0.03, 0.04, -0.02], [0.14, 0.02, 0.05], [-0.31, -0.13, 0.14], [0.02, -0.05, -0.03], [1.50, 0.71, -1.45], [-0.06, 0.02, 0.04], [-0.46, -0.12, 0.71], [0.01, -0.13, 0.00], [-0.01, -0.07, -0.11], [0.01, 0.01, 0.00], [0.01, 0.07, 0.06], [0.13, -0.57, -0.01], [-0.01, 0.06, 0.00], [-0.23, 0.18, -0.09], [0.09, 0.11, 0.03], [-0.03, 0.03, -0.04], [0.08, -0.03, 0.02], [0.80, 0.70, -0.50], [-0.02, 0.06, -0.01], [-0.26, -1.51, -0.34], [-0.04, -0.05, -0.01], [-0.33, -0.04, 1.18], [0.07, 0.10, -0.02], [0.00, -0.06, 0.03], [0.33, 0.10, 0.05], [0.04, -0.09, 0.07], [0.02, -0.05, 0.02], [-0.04, -0.08, -0.05], [-0.05, -0.05, 0.01], [0.50, -1.80, 0.18], [-0.03, 0.01, -0.04], [-0.03, -0.02, 0.03], [-1.66, -0.37, 0.07], [-0.05, -0.01, -0.02], [0.00, 0.11, 0.00], [-0.05, -0.02, -0.08], [0.01, -0.12, -0.34], [0.04, 0.09, 0.07], [-0.46, 0.41, -0.37], [0.19, 0.09, -0.17], [-0.05, -0.81, -0.41], [0.02, -0.04, 0.00], [-0.10, 0.07, 0.01], [0.01, 0.03, -0.04], [-0.05, 0.04, 0.06], [-0.02, -0.03, 0.00], [-0.39, 0.85, -0.06], [-0.01, 0.02, -0.06], [0.01, -0.14, -0.01], [-0.16, -0.06, 0.18], [0.04, 0.05, 0.01], [-0.05, 0.08, 0.02], [0.01, 0.32, 0.14], [-0.13, -0.21, -0.40], [-0.01, 0.01, -0.05], [-0.01, -0.04, 0.03], [0.05, 0.09, 0.04], [-0.03, 0.05, -0.04], [-0.07, 0.01, 0.02], [0.04, 0.08, -0.06], [0.50, -0.82, 0.05], [0.03, -0.11, 0.07], [0.03, 0.04, 0.11], [0.01, -0.02, -0.04], [0.07, -0.08, -0.11], [-0.09, -0.19, 0.02], [0.42, -0.01, 0.31], [0.03, -0.05, 0.03], [-0.02, 0.04, 0.01], [0.13, 0.05, 0.07], [0.22, -0.04, 0.28], [0.04, -0.04, 0.01], [0.50, 1.47, 1.16], [-0.06, 0.02, -0.01], [-0.02, 0.02, 0.04], [0.03, -0.04, 0.01], [-0.58, 0.72, -0.31], [-0.01, -0.02, 0.02], [-0.02, 0.14, 0.01], [-0.02, -0.05, 0.00], [-0.01, 0.03, 0.02], [0.06, 0.02, 0.00]],
  "mulliken_charge": [-0.13, -0.14, -0.09, 0.18, -0.10, -0.13, -0.49, 0.30, -0.01, -0.15, -0.14, -0.16, 0.35, -0.11, -0.11, -0.45, 0.32, -0.02, 0.18, -0.64, -0.11, -0.04, -0.05, -0.09, -0.32, -0.12, 0.12, -0.12, -0.13, -0.13, 0.18, -0.13, 0.48, -0.14, 0.05, -0.07, -0.14, -0.07, 0.54, -0.14, 0.10, 0.25, 0.10, 0.22, 0.42, -0.94, 0.28, -0.10, 0.75, 0.11, -0.11, -0.24, -0.09, 0.16, 0.35, -0.09, 0.05, -0.13, 0.06, 0.15, -0.02, -0.15, 0.04, -0.11, -0.04, 0.51, 0.35, -0.11, 0.01, -0.13, -0.11, 0.03, -0.12, 0.59, 0.35, -0.34, 0.07, 0.73, -0.19, -0.17, -0.04, 0.14, -0.08, 0.57, -0.14, -0.08, -0.15, 0.27, -0.51, -0.35, -0.14, -0.12, 0.34, -0.12, -0.14],
  "homo_energy_ev": -8.530,
  "e_lumo_ev": -1.10,
  "charge": 0
}


Number 1: total energy -4033.492432 hartree. Number 2: total energy -22982.080743 hartree.